(1)
Formula: C33H45MoN2OP3
Source: the OMol25 dataset
Level of theory: ωB97M-V with the def2-TZVPD basis set

Last column: Mulliken charge in e.
Element x y z (Å)
Mo (-0.1381, 0.6033, 0.2888)  0.4240
P (-2.5401, 0.1163, 0.1028)  1.4865
P (-0.1738, 1.9728, 3.4236)  1.5237
P (2.4503, -0.0410, -0.0600)  1.2455
O (-0.3442, -2.0480, 1.2799)  -0.5995
N (-0.0489, 1.5881, -1.1899)  -0.5320
N (-0.2670, 1.4856, 1.8215)  -0.2597
C (0.1578, -4.3121, 1.3221)  -1.4882
C (1.4797, -0.1527, 4.0185)  -0.0759
C (0.1950, -3.0028, 2.1144)  1.1796
C (-3.3128, 2.9079, 5.8872)  -0.5259
C (-0.3102, 5.9393, 2.9532)  -0.5473
C (1.5152, 4.0787, 4.0007)  -0.7065
C (0.0270, 4.3387, -3.6217)  -0.4988
C (-0.5421, 4.5779, 2.7777)  -0.8965
C (-3.2966, 0.1491, 1.7585)  -1.0599
C (0.0408, 3.6033, -4.8209)  -0.4288
C (-0.0312, 2.2538, -2.3885)  -0.2494
C (0.3271, 3.6622, 3.3911)  0.2790
C (3.1947, 1.2720, -1.1085)  -1.3214
C (2.3449, -0.8944, 4.8275)  -0.6542
C (-0.0134, 3.6700, -2.4054)  -0.3417
C (-1.6593, 1.9052, 4.4294)  0.4195
C (-0.4983, -2.9109, 3.4644)  -0.7258
C (-3.1901, 0.5051, 5.6801)  -0.4838
C (-3.8043, 1.6430, 6.2165)  -0.6755
C (2.0145, 0.6618, 6.6397)  -0.8304
C (1.1843, 1.4323, 5.8289)  -0.3252
C (1.7151, 5.4431, 4.1889)  -0.6285
C (-3.2162, 1.6161, -0.6797)  -1.2542
C (-0.0233, 1.5144, -3.6034)  -0.0896
C (2.6133, -0.4927, 6.1396)  -0.6230
C (3.6101, -0.0488, 1.3556)  -1.2383
C (-2.2483, 3.0454, 5.0010)  -0.6956
C (-2.0889, 0.6306, 4.8374)  -0.1683
C (3.0175, -1.5425, -0.9393)  -1.1878
C (0.9518, 1.0545, 4.4909)  -0.1287
C (-3.3831, -1.3107, -0.6165)  -1.2516
C (0.8030, 6.3718, 3.6814)  -0.5686
C (0.0194, 2.1993, -4.8099)  -0.5499
H (-4.3831, 0.0670, 1.6345)  0.5952
H (-4.4645, -1.1566, -0.4818)  0.3971
H (-3.0568, -2.2126, -0.0804)  0.2774
H (-0.0890, -5.2044, 1.8997)  0.3912
H (-4.2901, 1.6659, -0.4644)  0.5009
H (-3.0612, 1.5815, -1.7634)  0.3384
H (2.6553, -2.4366, -0.4186)  0.1685
H (0.9647, 7.4383, 3.8451)  0.3839
H (-1.5201, -3.2977, 3.4141)  0.4248
H (3.4506, 0.8384, 1.9758)  0.2713
H (-1.8900, 4.0417, 4.7577)  0.3245
H (-1.5687, -0.2665, 4.4928)  0.0646
H (4.1166, -1.5478, -0.9558)  0.3981
H (-2.9335, -0.7117, 2.3293)  0.1717
H (0.0720, 4.1322, -5.7755)  0.3418
H (2.8782, 2.2658, -0.7764)  0.2862
H (3.4560, -0.9346, 1.9816)  0.2444
H (0.0378, 1.6498, -5.7524)  0.3587
H (4.2894, 1.2162, -1.0525)  0.4753
H (-3.5702, -0.4906, 5.9128)  0.4363
H (1.1268, -4.4602, 0.8362)  0.3311
H (2.2027, 0.9708, 7.6626)  0.4140
H (-0.9925, 6.6608, 2.5114)  0.4196
H (2.6032, 5.7743, 4.7171)  0.4093
H (0.7144, 2.3293, 6.2298)  0.5561
H (-1.3926, 4.2237, 2.1912)  0.4774
H (-3.0617, 1.0589, 2.3183)  0.0793
H (-0.5923, -1.8628, 3.7511)  -0.3194
H (2.8137, -1.7949, 4.4314)  0.4352
H (1.2682, -2.7833, 2.3292)  -0.3293
H (0.0312, -3.4097, 4.2834)  0.3632
H (2.6433, -1.5529, -1.9693)  0.3680
H (-0.0237, 4.1776, -1.4352)  0.4224
H (-3.7713, 3.7945, 6.3158)  0.4133
H (1.2120, -0.4897, 3.0092)  0.4437
H (2.8859, 1.1510, -2.1523)  0.3489
H (-0.0468, 0.4187, -3.5584)  0.4153
H (-4.6494, 1.5343, 6.9054)  0.3527
H (-2.7300, 2.5198, -0.2938)  0.1662
H (-3.1460, -1.4088, -1.6825)  0.3706
H (0.0506, 5.4309, -3.6069)  0.3598
H (3.2796, -1.0870, 6.7700)  0.4007
H (2.2575, 3.3436, 4.3076)  0.4949
H (-0.5622, -4.2358, 0.5047)  0.2345
H (4.6417, -0.0529, 0.9783)  0.5750

Values from the calculation:
orbital gap (alpha / beta): 5.1 / 7.0 eV
LUMO energy (alpha / beta): 0.1 / 0.2 eV
<S²>: 2.03
2S+1: 3
charge: 0

(2)
Formula: C28H34BN7RhSe
Source: the OMol25 dataset
Level of theory: ωB97M-V with the def2-TZVPD basis set

Last column: Mulliken charge in e.
Element x y z (Å)
Rh (0.2474, -0.4900, 0.1104)  -0.0994
Se (2.6137, -0.8948, 0.4002)  -0.1427
N (-1.5049, -1.4246, -0.1378)  0.5593
N (-0.6903, 0.9420, 1.0671)  0.8997
N (-0.0127, 3.7637, -5.8560)  -0.4616
N (1.4717, -3.3493, 1.4285)  0.6472
N (-1.8903, 0.8676, 1.6667)  -0.2960
N (-2.5753, -1.3812, 0.6696)  0.0160
N (1.1324, -1.6585, 2.7758)  2.1358
C (-0.9000, -4.1026, 4.6879)  -0.9799
C (3.6522, -5.8348, -0.5029)  -0.5822
C (1.2384, -0.3524, 3.4464)  -1.2181
C (-0.2090, 2.1816, 1.2246)  -0.8005
C (-2.1551, 2.0533, 2.2220)  -0.2710
C (0.1280, 2.2621, -3.7467)  0.3544
C (1.3590, 1.7599, -3.3397)  -0.9156
C (-1.6788, -2.4314, -1.0090)  -0.7873
C (-0.9400, 1.1573, -1.8960)  0.1149
C (0.6825, -3.8224, 2.4723)  0.6982
C (-1.1091, 2.9272, 1.9669)  -1.0488
C (1.4486, 0.9546, -2.2097)  -0.3887
C (0.1244, -5.0772, 2.7068)  -0.9662
C (-3.4166, -2.3542, 0.3223)  -0.3180
C (-2.8860, -3.0567, -0.7522)  -0.9982
C (0.0475, 3.0991, -4.9216)  -0.0933
C (1.9215, -4.1736, 0.3037)  -1.5211
C (0.2940, 0.6594, -1.4972)  1.1060
C (-0.6655, -5.1947, 3.8290)  -0.7399
C (3.5768, -0.7671, 4.4068)  -0.1700
C (3.1708, -4.9676, 0.6581)  -0.1780
C (1.7444, -2.0504, 1.6391)  -0.3702
C (-1.0219, 1.9598, -3.0253)  -0.8708
C (2.1134, -0.4378, 4.6924)  -0.7612
C (0.4606, -2.7518, 3.3210)  0.3778
C (4.3310, 0.3698, 3.7234)  -1.2133
C (2.6708, -6.9358, -0.8970)  -1.1129
C (-0.3463, -2.8641, 4.4515)  -0.9880
B (-2.7650, -0.4136, 1.8865)  0.1176
H (1.0884, -4.8235, 0.0391)  0.4661
H (3.9558, -4.2637, 0.9473)  0.2661
H (0.2240, -0.0354, 3.6936)  0.3003
H (3.6419, -1.6794, 3.8034)  0.0814
H (1.7447, -6.5364, -1.3149)  0.2704
H (-3.0767, 2.1953, 2.7610)  0.4561
H (2.4234, 0.5828, -1.9345)  0.3149
H (2.4143, -7.5557, -0.0348)  0.2794
H (-2.4624, -0.9696, 2.9217)  -0.1358
H (-3.3282, -3.8834, -1.2786)  0.4515
H (4.0658, -1.0031, 5.3531)  0.4252
H (4.2929, 1.2770, 4.3291)  0.3538
H (-1.9788, 2.3510, -3.3441)  0.4749
H (-0.9393, -2.6249, -1.7702)  0.5414
H (4.6022, -6.2869, -0.2150)  0.3593
H (-1.0264, 3.9580, 2.2606)  0.4762
H (0.7344, 2.4578, 0.7834)  0.4954
H (1.6913, -1.1797, 5.3737)  0.3610
H (2.9648, -5.5959, 1.5300)  0.3153
H (3.1055, -7.5879, -1.6531)  0.3947
H (3.9203, 0.6057, 2.7399)  0.2068
H (2.1109, -3.5107, -0.5400)  0.3662
H (-4.3439, -2.4798, 0.8561)  0.4878
H (2.2521, 1.9948, -3.9029)  0.4601
H (-1.1211, -6.1489, 4.0543)  0.4491
H (-0.5390, -2.0253, 5.1050)  0.5339
H (0.2976, -5.9162, 2.0471)  0.5107
H (3.8639, -5.1983, -1.3669)  0.3336
H (-3.9104, -0.0521, 1.8819)  -0.1186
H (5.3795, 0.1098, 3.5810)  0.3670
H (1.6386, 0.3535, 2.7218)  0.3184
H (-1.5350, -4.2390, 5.5521)  0.4540
H (2.0462, 0.5284, 5.1983)  0.5350
H (-1.8408, 0.9311, -1.3443)  0.4145

Values from the calculation:
orbital gap: 7.7 eV
energy relative to the best compared isomer or geometry (same formula, charge and spin): 0.000 eV
LUMO energy: -4.0 eV
charge: +1

(3)
Formula: C4H5IN2O2
Source: the OMol25 dataset
Level of theory: ωB97M-V with the def2-TZVPD basis set

Last column: Mulliken charge in e.
Element x y z (Å)
I (-4.8463, 0.4505, -0.2153)  -0.0925
O (-2.6088, -1.8317, -0.9046)  -0.5052
O (-3.0865, -1.2805, 1.2314)  0.0076
N (-1.0690, -0.6124, 0.2443)  0.1814
N (0.3088, 0.5582, 1.6815)  -0.2089
C (-4.2049, -0.8561, 1.3516)  -0.0514
C (-0.8970, 0.1281, 1.4516)  -0.4221
C (-2.2291, -1.2327, 0.0624)  0.5751
C (-0.1314, -0.7154, -0.9060)  -1.0234
H (0.6679, -1.6238, -0.6392)  0.2955
H (0.6192, 0.9406, 2.6193)  0.2808
H (1.2061, 0.3844, 1.1947)  0.2081
H (0.4717, 0.1377, -1.0340)  0.4266
H (-0.6128, -0.8059, -1.8662)  0.3283

Values from the calculation:
orbital gap: 8.3 eV
energy relative to the best compared isomer or geometry (same formula, charge and spin): 5.327 eV
LUMO energy: 0.2 eV
charge: 0

(4)
Formula: C16H34NO2P2SiTi
Source: the OMol25 dataset
Level of theory: ωB97M-V with the def2-TZVPD basis set

Last column: Mulliken charge in e.
Element x y z (Å)
Ti (-0.0105, -0.2795, 0.0865)  -1.4387
P (-2.3930, 0.0109, -0.1539)  1.1254
P (2.3881, -0.2987, -0.2877)  1.0879
Si (0.0039, 0.0229, 5.1487)  -0.0947
O (-0.6130, 2.5145, -2.3647)  -0.6167
O (1.8915, 2.1521, -2.9493)  -0.7117
N (-0.1275, -0.8638, -1.9730)  0.3610
C (3.1497, -1.7451, 0.5023)  -1.2329
C (0.9955, -1.2731, -4.0511)  -1.1276
C (-0.2276, -1.4967, -4.6583)  -0.3690
C (-1.5264, -0.8752, 5.7464)  -0.9255
C (-1.3189, -1.0688, -2.5601)  0.7213
C (-2.5716, -0.9845, -1.7166)  -1.1957
C (1.5332, -0.8761, 5.7448)  -0.9270
C (0.0172, 0.0057, 2.0435)  0.6547
C (2.2554, -0.4114, -2.0864)  -1.3267
C (1.0415, -0.8975, -2.6966)  0.7183
C (3.4544, 1.1178, 0.0299)  -1.2328
C (-3.1931, 1.5723, -0.5683)  -1.3175
C (0.0004, 1.7871, 5.7607)  -0.9223
C (-3.4268, -0.7990, 1.0821)  -1.1864
C (-1.3980, -1.3850, -3.9112)  -0.8752
C (0.0071, 0.0514, 3.2951)  -0.0253
H (-0.7462, 3.4694, -2.2489)  0.3054
H (-2.6484, 2.0393, -1.3990)  0.3103
H (-0.2834, -1.7471, -5.7136)  0.4283
H (0.3033, 1.8025, -0.0908)  0.0317
H (-0.1419, -1.8459, 0.5117)  0.1873
H (2.4416, -0.3792, 5.3802)  0.3121
H (-4.4795, -0.7928, 0.7764)  0.4268
H (1.5683, -0.8983, 6.8421)  0.3040
H (3.1262, 1.9524, -0.6046)  0.3183
H (1.5430, -1.9113, 5.3790)  0.3081
H (-1.5541, -0.9022, 6.8440)  0.3055
H (-0.2599, 1.4854, -0.5915)  0.3146
H (-4.2421, 1.4020, -0.8429)  0.4603
H (4.4926, 0.8471, -0.2015)  0.4180
H (3.3580, 1.3830, 1.0917)  0.3831
H (1.9397, -1.3613, -4.5881)  0.4614
H (0.3594, 2.4032, -2.6531)  0.3441
H (-2.4368, -0.3749, 5.3913)  0.3108
H (4.1887, -1.8547, 0.1714)  0.4373
H (-3.0816, -1.8294, 1.2358)  0.3897
H (-0.8888, 2.3182, 5.3973)  0.3026
H (3.1868, -0.6516, -2.6139)  0.4737
H (0.8884, 2.3209, 5.3984)  0.3072
H (-0.0002, 1.8170, 6.8579)  0.3101
H (-3.3791, -0.5220, -2.3026)  0.4998
H (2.5808, -2.6535, 0.2664)  0.3402
H (-2.3835, -1.5426, -4.3459)  0.4638
H (-2.9073, -1.9950, -1.4247)  0.4244
H (-3.1401, 2.2247, 0.3138)  0.3896
H (3.1292, -1.5904, 1.5914)  0.3541
H (-1.5409, -1.9091, 5.3766)  0.3033
H (2.2353, 2.3849, -3.8261)  0.2763
H (2.1541, 1.1741, -2.7931)  0.3351
H (-3.3134, -0.2440, 2.0225)  0.3197

Values from the calculation:
orbital gap: 5.8 eV
energy relative to the best compared isomer or geometry (same formula, charge and spin): 2.226 eV
LUMO energy: -4.4 eV
charge: +1

Question: charge of number 2 (C28H34BN7RhSe)?
Answer: +1

Question: Look up the charge of the third one.
Answer: 0

Question: What is the charge in the fourth record?
Answer: +1